Entry 1:
108
Properties=species:S:1:pos:R:3:forces:R:3 method="wB97M-V/def2-TZVPD" lumo_energy_ev=-1.8189 total_charge=0 smiles="O=C1C=C(O)C(=O)C=C1O.O=C1C=C(O)C(=O)C=C1O.O=C1C=C(O)C(=O)C=C1O.O=C1C=C(O)C(=O)C=C1O.O=C1C=C(O)C(=O)C=C1O.O=C1C=C(O)C(=O)C=C1O.CCCC#N.CCCC#N" homo_lumo_gap_ev=7.8075
C 0.910300 4.113920 -2.609950 -0.0758 -1.6688 -0.8541
O -3.336887 0.226353 8.405471 -0.5707 0.3415 -0.5864
O -0.244327 -4.496138 -3.478249 1.5027 0.8971 -0.6882
H -1.046478 -3.958371 -3.506109 -0.2477 0.4214 0.1128
H 1.410963 -0.227551 -4.397607 -0.3688 -0.3207 0.2333
C -3.171027 -3.815185 -0.932419 -0.2603 -1.1503 0.1778
H -2.813494 -6.530904 0.921610 0.3938 -0.5846 0.1991
O -2.937798 2.850440 -1.229615 -0.5495 -0.2103 -2.1841
O -4.840376 1.822576 4.287915 0.7260 -0.2938 0.3390
C 2.810177 -1.750544 -4.372348 2.2278 -1.3884 1.3333
O 0.776728 3.301616 1.036107 -0.2625 1.1469 0.0945
C 3.166272 -3.282097 -4.172433 -0.6209 -0.5543 -1.2624
H 1.450988 3.937907 -6.094898 0.0611 -0.0928 -0.4195
H 1.442304 -0.050378 2.115453 -0.0501 -0.3066 0.4413
O -5.145997 3.469701 -2.850147 1.1230 -0.3864 -1.4706
H -4.408864 -5.438583 -0.351771 -0.2431 -0.0063 -0.0078
C 4.754563 -3.312466 2.592588 2.1217 -1.1025 0.4812
H -3.273593 2.440578 3.094852 -0.5626 -0.1130 -0.2924
C 2.523757 -3.966539 1.574484 1.3251 -1.1329 -0.3150
H 6.365922 -4.790007 2.497192 0.1212 0.3199 0.3136
H 2.098206 -5.191673 -3.767145 0.7782 -0.4117 -0.2466
H -0.478035 1.895315 5.327560 0.1951 0.1603 -0.3649
C 3.358880 -2.982525 2.228687 -1.6681 1.6337 -0.5056
C 3.131973 -5.138039 1.227256 -1.7441 -0.8940 -0.3159
H -0.394993 -5.801288 1.124114 0.2716 -0.2211 0.4442
O -0.652077 1.185897 -4.999520 0.3758 0.3099 0.7596
H 1.802060 2.609615 -1.117713 -0.3735 0.2496 0.3091
H 1.703035 2.995996 3.548368 0.0673 -0.2591 -0.2316
H -0.791586 4.544357 0.034017 0.3887 -0.2074 -0.1780
O 3.890133 -0.927652 -4.470106 -0.4112 -0.4937 -0.1990
O 2.938670 -1.830921 2.436531 1.1338 -1.3109 0.1564
H -3.154334 -5.804144 -1.549028 0.0854 -0.3148 0.2229
H -0.045004 5.939389 -3.790581 -0.6529 0.7026 1.4496
C 0.926496 -0.639307 -0.581421 -1.2888 0.3622 0.2246
O 3.245272 1.348168 -2.796473 1.2453 -1.3099 -0.0368
C -3.162387 0.778880 7.175884 0.2324 -1.5877 2.4660
O 0.907168 4.224796 5.604511 -0.5095 0.0564 -1.4399
H 2.914576 -6.962864 0.582874 0.4498 0.3135 0.0265
C 0.929950 3.715072 3.340481 0.0545 0.4346 -0.5397
C -1.626494 1.848354 -4.343959 1.2133 -1.2671 -2.2460
C 2.026414 -4.140879 -3.966037 -0.5571 -0.3326 0.7599
C -0.668803 5.042423 1.880529 -0.6157 1.4049 0.0703
O 5.005361 -6.599986 1.229690 -0.8685 1.7293 0.4831
C -3.880335 2.936660 -4.762119 0.1852 -1.0237 0.3344
C 0.888807 4.352543 -4.143477 -0.3694 1.5636 0.6285
C -3.957852 1.464715 5.058576 -1.0244 -0.0784 0.2074
C -0.547158 5.601751 4.243235 -0.3825 -0.4127 -0.9134
H 0.334237 1.290405 0.271598 0.1502 0.0514 0.1726
C -1.501066 1.651735 5.546187 -0.0103 0.2823 -0.8728
H 0.626631 -1.682647 -0.473313 0.0003 -0.0720 -0.0496
O -0.897570 0.989285 7.727303 0.2981 0.0597 0.3213
O 2.416397 -6.129276 0.596483 0.6329 1.2727 0.6986
H 4.890265 -1.576729 3.200275 -0.3733 0.5976 0.1915
C 2.416922 2.588698 -4.615797 -0.1843 0.6381 -1.0985
O 5.452923 -2.357063 3.219813 -0.2930 -0.4830 -0.3993
O -2.382580 2.215519 3.388893 0.4598 -0.3337 1.7386
H -4.692422 3.097126 -5.469754 0.0819 0.2955 0.4514
H 4.707388 -1.452799 -4.384057 -0.3050 -0.1012 -0.2286
H -2.662407 -4.896763 1.359430 0.0736 0.4367 0.1011
O -0.843941 6.179234 5.272796 0.2538 -0.1049 -0.0941
C -0.951769 -5.612373 0.224602 -0.3592 0.0437 -0.2193
H -0.930387 0.075751 0.273072 0.1059 0.1176 -0.2861
C 1.499208 3.638850 -5.068426 1.1887 -1.3682 0.2197
H 3.748612 0.950918 -3.583787 -1.2082 0.8974 0.7908
H -2.539324 0.233905 8.944776 0.5565 0.2486 -0.3075
H 0.662663 -0.320402 -1.598612 -0.0053 -0.1000 0.1722
C -2.851921 2.657035 -2.449712 1.3315 0.3038 0.8895
C -3.373296 -5.276635 -0.619100 0.5462 2.0439 -0.5124
H 0.487425 4.910808 6.136399 -0.2974 0.3403 0.4900
C -2.746148 2.179686 -5.280721 -0.5032 0.7160 0.1280
C -0.186917 -1.427008 2.238628 0.0434 -0.1356 -0.3177
C -4.199953 0.789119 6.351032 0.8600 1.4313 -1.6661
N -0.752524 -2.419053 2.351112 0.0707 -0.3285 0.1992
O 0.231163 5.459330 -4.550582 0.5029 -1.2024 -0.6876
C -3.973710 3.019272 -3.417570 -1.9078 0.8046 0.9566
C -2.527124 1.778080 4.676974 0.6018 0.3686 -0.7828
C 0.801460 -3.668623 -3.819614 -1.5863 -0.2714 0.8996
O 0.209761 4.867684 -1.974858 0.0176 0.3114 0.6829
C 0.373422 -0.125985 1.933442 0.0441 1.1678 -0.6055
C -1.596776 2.121895 -3.060689 -1.7238 0.4366 1.9185
C 5.339412 -4.514604 2.320395 -0.9152 0.6613 -0.4384
C -1.734238 1.163747 6.874623 -1.0357 -0.2324 -0.3416
C 1.569221 -1.294827 -4.237872 0.0508 0.8754 -0.3472
H -5.175976 0.500778 6.649981 -0.6426 -0.2401 0.0785
H 1.990587 -0.579563 -0.500634 0.7782 0.1872 0.2993
C 0.458485 3.985162 1.997657 -0.8397 -0.9871 0.5605
N -2.895256 -2.712451 -1.080189 -0.0174 0.3191 -0.1802
H -0.726132 -6.414376 -0.486381 0.0294 0.1935 0.0111
C 0.141497 0.237017 0.435910 -0.3589 -0.9495 -0.1200
H 1.500299 -3.696144 1.355604 -0.0327 -0.1793 -0.0047
C -2.445976 -5.582791 0.551966 -0.0515 -0.4980 -0.1539
O -0.704158 -1.922598 -3.795273 1.0038 0.4254 0.0125
H -0.166946 0.594190 2.574104 0.3130 -0.1035 -0.2638
H -0.850432 1.825540 -2.343739 0.3301 -0.0735 -0.1679
H -0.870510 1.149825 -5.950789 -0.3839 0.0844 0.1964
C 0.439364 4.439728 4.338663 0.8392 0.3652 2.1038
O -1.191725 5.163819 0.661225 -0.0329 0.1993 0.8409
C 2.409086 2.307516 -3.094886 0.1815 -0.3070 -0.7911
C 0.484106 -2.201104 -3.917190 -1.6257 -0.6526 -0.5821
C -1.103756 5.868576 2.916196 0.7588 -1.0033 -0.4818
O 4.251952 -3.814774 -4.337034 0.1541 1.9337 0.3085
C 1.644404 2.907442 -2.139199 0.4955 1.1601 -1.7410
C 4.571014 -5.489975 1.577040 0.1532 -1.4642 -0.3865
O -2.646601 1.790237 -6.427481 -0.0575 0.1017 -0.0981
O 3.197810 2.002013 -5.368901 -0.9820 0.4032 1.6414
H -5.118833 3.509916 -1.894798 0.6045 -0.1470 0.5857
H -0.558158 -4.660515 -0.159533 -0.3875 -0.1810 -0.0905
H -1.858207 6.680233 2.849504 0.6073 -0.8667 -0.3147

Entry 2:
94
Properties=species:S:1:pos:R:3:forces:R:3 method="wB97M-V/def2-TZVPD" lumo_energy_ev=-0.4505 total_charge=0 homo_lumo_gap_ev=7.3025 e_above_lowest_kj_mol=13.8
C -0.525014 -1.351720 0.533386 -0.0500 -0.2528 -0.8147
C 1.806200 -3.431889 -0.850378 0.0202 -0.0571 0.0460
H -4.410202 0.745660 3.256512 0.0290 0.0213 -0.0187
H -1.691946 -1.811425 -4.548134 -0.0076 0.0058 0.0268
H -0.835199 -4.464657 5.138486 -0.0307 0.0265 -0.0196
Sn 1.684471 1.051998 0.611699 0.1312 -0.4692 -0.0918
C 0.332214 -1.073528 3.604384 0.0323 -0.0181 -0.0387
N 3.678341 0.618644 1.121379 0.0775 0.0848 -0.1299
C -2.487769 3.263649 2.052539 0.0360 -0.0042 -0.0492
C 0.429719 3.900762 -2.446104 -0.1025 0.0187 -0.0335
H -4.294657 -2.848226 2.102506 0.0328 0.0398 0.0249
H 1.117192 3.154710 2.104776 0.0143 0.0147 0.1845
H 3.421147 3.225915 -3.303006 0.0085 -0.0434 0.0079
C 2.514712 -5.376735 0.987235 -0.0037 -0.0161 -0.0262
H -3.272186 4.657914 -5.401089 -0.0007 -0.0257 -0.0034
C -1.566117 3.822159 -4.386721 -0.0274 0.0219 -0.0822
N -2.787490 -3.840119 4.944423 0.0133 0.0185 -0.1584
C 0.142014 5.046594 -3.183337 0.0592 -0.1083 0.0498
C -3.982075 0.041329 -2.873378 -0.0016 0.0166 0.0021
H -1.098393 5.893331 -4.705931 0.0418 -0.0501 0.0129
O 0.866483 4.401980 0.071939 0.0794 -0.1414 -0.0417
H 3.524967 -1.719241 2.651055 0.0190 -0.0315 0.0304
P 1.135995 -1.497793 0.957333 -0.1494 0.5212 0.9709
H 1.538987 -2.659769 -1.565680 -0.1872 -0.1742 0.0664
C -1.743694 2.546790 1.120182 -0.0526 0.0026 -0.0170
H -0.346330 -1.208655 -2.560075 -0.0280 -0.0485 0.0138
H -0.301327 -0.709525 5.621956 0.0307 -0.0189 -0.0374
H -4.036833 -1.033537 -4.728994 0.0217 0.0186 0.0080
H 2.712232 -6.685965 -0.700936 0.0265 0.0527 0.0100
C -0.263786 2.721448 -2.676481 0.0967 0.1475 -0.0106
C -1.930294 -0.099239 -1.622960 0.1604 0.1615 -0.1527
C -2.221551 -3.439425 2.231434 -0.0282 0.0437 -0.0693
C -1.252036 -3.919993 3.101181 0.0220 -0.0279 -0.0135
C 2.138375 -4.701773 -1.290167 -0.0030 -0.0006 -0.0093
H -3.240541 2.887489 -5.377144 0.0110 0.0060 0.0177
C -3.441580 2.618082 2.823977 -0.0050 -0.0422 -0.0014
H -1.795038 1.761885 -3.823126 0.0466 0.0480 -0.0072
C -2.921003 0.539203 1.729573 0.0127 0.1166 0.0601
C -3.491709 -3.196557 2.741275 0.0160 -0.0006 0.0315
C 1.398980 -1.380824 2.763088 0.0380 -0.3447 0.1200
C -3.720547 -3.405019 4.095613 0.1355 -0.0625 0.0845
C 0.535507 -0.940538 4.972656 -0.0148 0.0474 -0.0326
C -1.254155 2.686742 -3.647722 -0.0015 -0.0436 0.0006
H -4.007223 3.172842 3.563300 0.0056 -0.0206 -0.0415
C -3.439620 -0.760496 -3.867752 0.0091 0.0211 0.0110
C 1.800763 -3.128765 0.512382 0.1274 0.1511 -0.3639
H -0.990665 3.062911 0.535407 0.0181 0.0204 0.0066
P -0.879727 0.214568 -0.168482 -0.0878 -0.1903 0.7841
C -3.664306 1.254112 2.656490 0.0276 -0.0009 -0.0107
C -3.227456 0.381612 -1.756587 -0.0179 0.0026 -0.0004
C 2.735064 1.766467 -1.875394 -0.3417 0.3070 0.2221
H -0.250847 -4.146674 2.749115 -0.0947 0.0212 0.0550
C -1.580739 -4.099211 4.438403 -0.1255 0.0323 0.0183
H -2.161755 3.783056 -6.449286 -0.0216 -0.0065 0.0120
H 2.242918 2.045527 2.977737 -0.0619 0.0237 0.0673
H 4.342493 1.460960 -4.808830 0.0149 0.0116 0.0156
H -2.305324 4.324170 2.180517 -0.0073 -0.0467 -0.0130
H 3.878321 -1.496851 5.082268 -0.0390 0.0075 -0.0239
Te -1.755059 -3.030906 0.196617 0.0394 0.1542 0.2637
H 0.470491 1.716226 2.964993 0.0271 0.0241 0.0271
C 2.183400 -4.101550 1.428740 -0.0112 -0.0223 -0.0109
H 2.124922 -4.932769 -2.348676 -0.0007 0.0162 0.0386
C -1.947897 1.179287 0.960264 -0.0661 -0.0267 -0.0962
C 3.859553 1.186938 -3.879667 -0.0360 0.0045 0.0192
C -0.856702 4.998955 -4.140648 -0.0128 0.0157 0.0075
C 1.313324 2.131092 2.418956 -0.1581 0.0096 -0.3295
O 2.637701 4.927276 -1.569347 0.0545 -0.0142 -0.1135
H 2.217316 -3.872295 2.485922 -0.0502 -0.0265 -0.0196
C 3.775688 -0.155360 -3.508912 -0.0267 0.0992 -0.0257
C 4.838810 0.723317 1.284632 0.2370 0.0252 0.1068
H 2.796169 -6.135590 1.707499 -0.0169 0.0282 -0.0296
H -0.657150 -0.937781 3.176219 0.0373 -0.0417 0.0461
C 3.342315 2.174021 -3.064859 0.0044 0.0613 0.1019
H 4.197749 -0.936064 -4.124059 -0.0122 -0.0158 0.0022
C 1.806251 -1.103260 5.504851 0.0308 -0.0022 -0.0167
H -3.083545 -0.522491 1.606650 -0.0084 -0.1173 0.0160
C 2.682640 -1.524289 3.304176 -0.1532 0.1234 0.0142
H -3.650929 1.015288 -0.986687 -0.0098 -0.0442 -0.0121
S 6.415049 0.826496 1.545464 -0.0567 -0.0352 -0.0402
C 2.477172 -5.682781 -0.365998 0.0099 0.0082 0.0440
C 2.882130 -1.388917 4.669981 -0.0240 0.0210 -0.0371
C -1.375169 -0.872154 -2.645705 -0.0465 0.0355 -0.0222
N 2.169015 2.548987 -0.865288 -0.0959 -0.1267 -0.3690
C -2.126565 -1.207105 -3.761388 0.0040 0.0342 0.0246
H 3.037882 -1.485031 -1.981069 0.1297 0.1672 -0.0319
H -0.025698 1.831441 -2.109295 -0.0096 0.0314 -0.0338
H 1.964052 -0.999068 6.571248 -0.0042 -0.0003 -0.0204
H -4.998537 0.404961 -2.965464 0.0282 -0.0206 0.0135
C 3.139644 -0.461886 -2.326541 -0.0170 -0.0803 0.0937
C -2.624251 3.782195 -5.459571 0.0795 0.0371 0.0659
H -4.699177 -3.204648 4.521734 0.0338 -0.0251 -0.0166
S 1.596585 4.050873 -1.118873 0.0426 -0.0144 0.0609
H 0.706750 5.952420 -2.998826 -0.0665 -0.0146 -0.0201
N 2.608113 0.479809 -1.543589 0.2004 -0.0546 -0.3490